Entry 1:
Density functional theory data (ωB97M-V/def2-TZVPD) for one molecule with the formula C4H9FN2 at a distorted geometry.

- molecular weight (g mol⁻¹) = 104.13
- total charge = 0
- ΔE to the lowest compared entry with this formula, charge and spin (kcal/mol) = 43.3
- SMILES = C=NNCCCF
- energy (eV) = -9989.886

Last columns: bonded neighbours and bond lengths (Å).
Geometry (Å):
1 C 1.509 -0.804 0.403  C2 1.550, H5 1.095, H6 1.099, F16 1.364
2 C 1.196 0.701 0.599  C1 1.550, C3 1.568, H7 1.105, H8 1.116
3 C 0.201 1.287 -0.462  C2 1.568, H9 1.084, H10 1.090, N14 1.440
4 C -2.469 -0.990 0.017  H12 1.093, H13 1.113, N15 1.295
5 H 2.102 -1.201 1.234  C1 1.095
6 H 0.566 -1.368 0.373  C1 1.099
7 H 2.171 1.207 0.475  C2 1.105
8 H 0.888 0.971 1.638  C2 1.116
9 H 0.746 1.585 -1.350  C3 1.084
10 H -0.184 2.182 0.024  C3 1.090
11 H -0.692 -0.223 -1.451  N14 0.987
12 H -3.164 -1.258 0.816  C4 1.093
13 H -2.359 -1.562 -0.931  C4 1.113
14 N -0.938 0.471 -0.795  C3 1.440, H11 0.987, N15 1.331
15 N -1.692 0.029 0.208  C4 1.295, N14 1.331
16 F 2.117 -1.027 -0.798  C1 1.364

Entry 2:
Density functional theory data (ωB97M-V/def2-TZVPD) for one molecule with the formula C4H9FN2O at a distorted geometry.

- molecular weight (g mol⁻¹) = 120.13
- total charge = 0
- ΔE to the lowest compared entry with this formula, charge and spin (kcal/mol) = 59.2
- SMILES = C=NN[C@H](CO)CF
- energy (eV) = -12035.812

Last columns: bonded neighbours and bond lengths (Å).
Geometry (Å):
1 C 0.258 1.393 -0.133  C2 1.489, H6 1.098, H7 1.116, O16 1.424
2 C 0.565 0.097 0.532  C1 1.489, C3 1.553, H8 1.147, N14 1.455
3 C 1.067 -1.044 -0.394  C2 1.553, H9 1.093, H10 1.071, F17 1.454
4 C -2.258 -0.400 0.155  H12 1.181, H13 1.152, N15 1.384
5 H 1.315 1.339 -1.706  O16 1.005
6 H 0.009 2.196 0.573  C1 1.098
7 H -0.676 1.321 -0.740  C1 1.116
8 H 1.560 0.384 1.024  C2 1.147
9 H 0.902 -2.067 -0.045  C3 1.093
10 H 2.090 -0.759 -0.531  C3 1.071
11 H -0.220 -0.223 2.561  N14 1.032
12 H -1.645 -0.027 -0.782  C4 1.181
13 H -3.316 -0.841 0.278  C4 1.152
14 N -0.360 -0.376 1.551  C2 1.455, H11 1.032, N15 1.333
15 N -1.645 -0.680 1.363  C4 1.384, N14 1.333
16 O 1.459 1.758 -0.804  C1 1.424, H5 1.005
17 F 0.506 -0.919 -1.730  C3 1.454

Entry 3:
Density functional theory data (ωB97M-V/def2-TZVPD) for one molecule with the formula C4H9FO at a distorted geometry.

- molecular weight (g mol⁻¹) = 92.11
- total charge = 0
- ΔE to the lowest compared entry with this formula, charge and spin (kcal/mol) = 15.4
- SMILES = CC[C@@H](O)CF
- energy (eV) = -9057.991

Last columns: bonded neighbours and bond lengths (Å).
Geometry (Å):
1 C 2.234 -0.646 -0.107  C2 1.499, H5 1.089, H6 1.122, H7 1.131
2 C 1.355 0.560 0.036  C1 1.499, C3 1.509, H8 1.125, H9 1.118
3 C -0.079 0.366 0.463  C2 1.509, C4 1.513, H10 1.105, O14 1.452
4 C -0.688 -0.890 -0.120  C3 1.513, H12 1.125, H13 1.097, F15 1.407
5 H 2.016 -1.473 -0.781  C1 1.089
6 H 2.081 -1.276 0.808  C1 1.122
7 H 3.282 -0.239 -0.230  C1 1.131
8 H 1.392 1.102 -0.950  C2 1.125
9 H 1.855 1.286 0.723  C2 1.118
10 H -0.345 0.334 1.535  C3 1.105
11 H -1.664 1.389 -0.126  O14 0.932
12 H -0.458 -1.735 0.585  C4 1.125
13 H -0.497 -1.141 -1.170  C4 1.097
14 O -0.741 1.442 -0.253  C3 1.452, H11 0.932
15 F -2.075 -0.681 0.000  C4 1.407